No. 1
C22H13Cl3F5NO4PdS | ωB97M-V with the def2-TZVPD basis set

Structure (XYZ):
```
50
Properties=species:S:1:pos:R:3:mulliken_spin:R:1
Pd 1.196 -0.624 0.332 0.606
F -0.152 -5.314 -4.092 0.012
C -0.031 -4.802 -2.879 0.118
C -0.554 -3.537 -2.602 -0.025
F -1.139 -2.823 -3.584 -0.003
C -0.437 -3.036 -1.327 0.075
F -1.113 -1.910 -1.029 0.010
C 0.300 -3.698 -0.331 -0.024
S 0.796 -2.937 1.144 0.802
C 0.766 -4.976 -0.641 0.064
F 1.396 -5.646 0.300 0.007
C 0.646 -5.513 -1.903 -0.025
F 1.127 -6.723 -2.161 -0.003
Cl 4.413 0.635 -1.931 0.001
C 3.727 -0.805 -2.792 -0.002
Cl 5.069 -1.943 -3.067 0.000
Cl 3.086 -0.280 -4.355 0.000
C 2.638 -1.487 -1.852 -0.012
O 1.499 -0.902 -1.806 0.024
O 3.004 -2.469 -1.239 0.010
C -2.154 -0.600 1.833 -0.006
O -1.433 0.283 0.987 0.015
C -2.065 1.321 0.416 0.018
C -3.383 1.677 0.673 -0.005
C -3.956 2.756 0.007 0.010
C -3.209 3.552 -0.832 -0.005
C -1.894 3.184 -1.111 0.016
C -1.316 2.101 -0.480 -0.032
N 0.022 1.735 -0.775 0.162
C 1.028 1.499 0.083 0.089
C 1.001 2.058 1.454 0.020
C 0.612 3.383 1.712 -0.006
C 0.577 3.835 3.018 0.013
C 0.992 3.015 4.065 0.004
C 1.392 1.703 3.806 0.007
C 1.321 1.192 2.503 -0.011
O 1.509 -0.062 2.233 0.084
H -2.509 -0.068 2.691 0.002
H -1.463 -1.379 2.130 -0.004
H -3.016 -1.074 1.329 0.000
H -3.985 1.101 1.339 0.000
H -4.984 3.002 0.202 0.001
H -3.642 4.428 -1.297 0.000
H -1.288 3.738 -1.813 -0.001
H 0.224 1.589 -1.745 -0.013
H 1.963 1.483 -0.437 0.006
H 0.299 4.047 0.920 -0.001
H 0.318 4.856 3.238 0.001
H 1.066 3.381 5.077 0.001
H 1.738 1.055 4.592 0.000
```

As for the frontier orbital gap (spin up / spin down): 7.51 / 4.87 eV. Its expectation value of S² is 2.04. As for the spin multiplicity: 3.



No. 2
C22H14Br2N3OPtS4Sb | ωB97M-V with the def2-TZVPD basis set

Structure (XYZ):
```
48
Properties=species:S:1:pos:R:3:mulliken_spin:R:1
Pt -0.153 -0.375 0.155 1.432
C -2.662 1.858 -0.978 0.021
C -2.773 1.502 0.480 -0.026
C -3.927 1.865 1.216 0.003
C -4.009 1.581 2.543 -0.005
C -2.930 0.946 3.207 -0.001
C -2.895 0.628 4.584 -0.002
Br -4.372 1.028 5.700 0.001
C -1.794 0.031 5.121 0.005
C -0.679 -0.271 4.320 0.014
Br 0.820 -1.089 5.122 0.000
C -0.628 0.012 2.968 0.052
O 0.410 -0.228 2.217 0.160
C -1.811 0.622 2.421 -0.047
N -1.777 0.889 1.075 0.091
H -3.614 1.715 -1.490 0.001
H -1.890 1.276 -1.483 -0.013
H -2.400 2.914 -1.081 0.000
H -4.739 2.366 0.706 0.000
H -4.893 1.844 3.109 0.000
H -1.768 -0.211 6.174 0.000
S 0.198 2.252 -4.039 0.691
Sb 1.516 0.329 -4.122 0.009
S 1.063 1.365 -0.737 0.765
S 2.553 0.471 -1.675 0.244
S -0.388 -0.715 -3.458 0.436
C -3.454 -2.768 -1.894 0.000
C -2.728 -1.756 -1.253 0.004
N -1.533 -1.960 -0.743 0.056
C -0.974 -3.186 -0.846 -0.016
C -1.626 -4.258 -1.448 0.002
C -2.902 -4.017 -1.987 0.004
C -0.981 -5.549 -1.496 -0.003
C 0.239 -5.730 -0.959 0.004
C 0.942 -4.635 -0.337 -0.015
C 2.213 -4.768 0.252 0.001
C 2.814 -3.682 0.826 0.000
C 2.156 -2.443 0.790 0.003
N 0.976 -2.304 0.227 0.092
C 0.356 -3.376 -0.306 0.031
H -4.427 -2.546 -2.307 -0.001
H -3.127 -0.755 -1.162 0.000
H -3.435 -4.825 -2.474 0.001
H -1.504 -6.370 -1.970 0.000
H 0.717 -6.702 -0.988 0.000
H 2.699 -5.737 0.250 0.000
H 3.783 -3.757 1.299 0.000
H 2.588 -1.550 1.222 0.004
```

As for the frontier orbital gap (spin up / spin down): 6.58 / 5.52 eV. Its expectation value of S² is 6.02. As for the spin multiplicity: 5.



No. 3
C22H14BrN2O2Tl | ωB97M-V with the def2-TZVPD basis set

Structure (XYZ):
```
42
Properties=species:S:1:pos:R:3:nbo_charge:R:1
Tl -1.877 -0.392 1.575 0.530
C -2.633 -2.285 -0.037 -0.766
C -1.817 -2.784 -1.112 0.032
C -1.544 -2.041 -2.355 -0.288
C -0.788 -2.641 -3.336 -0.142
C -0.176 -3.938 -3.194 -0.371
C -0.313 -4.522 -1.931 -0.127
C -1.091 -4.026 -0.896 -0.316
C 0.593 -4.462 -4.250 0.327
N 1.226 -5.001 -5.070 -0.467
H -2.863 -2.994 0.787 0.201
H -3.255 -1.451 -0.267 0.223
H -1.994 -1.015 -2.318 0.238
H -0.691 -2.138 -4.278 0.197
H 0.245 -5.440 -1.637 0.191
H -0.990 -4.485 0.083 0.200
N 5.875 0.174 1.564 -0.408
C 4.714 0.223 1.475 0.322
C 3.309 -0.045 1.420 -0.261
C 2.809 -1.166 0.792 -0.185
C 1.399 -1.341 0.712 -0.203
C 0.509 -0.452 1.253 -0.370
C 1.073 0.585 2.068 -0.267
C 2.420 0.845 2.104 -0.182
H 3.529 -1.789 0.201 0.207
H 1.072 -2.211 0.156 0.200
H 0.465 1.370 2.521 0.198
H 2.853 1.760 2.587 0.203
Br 1.864 5.738 2.355 -0.036
C 0.479 4.645 1.573 -0.062
C -0.810 4.893 1.956 -0.278
C -1.820 4.145 1.385 -0.162
C -1.517 3.210 0.443 -0.131
C -0.232 2.967 0.076 -0.175
C 0.820 3.773 0.546 -0.246
C -2.655 2.326 -0.150 0.777
O -3.713 2.962 -0.366 -0.733
O -2.374 1.109 -0.351 -0.778
H -0.980 5.652 2.694 0.210
H -2.868 4.443 1.610 0.230
H -0.099 2.207 -0.665 0.243
H 1.846 3.592 0.280 0.225
```

As for the frontier orbital gap: 4.81 eV. Its net charge is -2.



No. 4
C22H14BrN3O3Os | ωB97M-V with the def2-TZVPD basis set

Structure (XYZ):
```
44
Properties=species:S:1:pos:R:3:nbo_charge:R:1
Os -0.293 0.664 -0.001 1.523
Br 5.841 -0.694 -3.898 0.177
C 4.160 -0.281 -3.203 -0.105
C 3.229 0.404 -3.980 -0.151
C 2.001 0.758 -3.446 -0.218
C 1.691 0.433 -2.138 0.365
O 0.500 0.901 -1.663 -0.563
C 2.595 -0.319 -1.359 -0.209
C 2.311 -0.809 -0.032 0.240
N 1.203 -0.631 0.595 -0.476
C 0.957 -1.120 1.918 0.080
C 1.859 -1.728 2.751 -0.152
C 1.467 -2.143 4.040 -0.157
C 0.189 -1.956 4.483 -0.135
C -0.768 -1.347 3.636 -0.114
C -2.116 -1.141 4.000 0.004
C -3.002 -0.585 3.106 -0.270
C -2.539 -0.185 1.858 0.139
N -1.259 -0.316 1.500 -0.520
C -0.367 -0.934 2.357 0.245
C 3.830 -0.662 -1.913 -0.136
H 3.467 0.653 -5.005 0.260
H 1.274 1.303 -4.032 0.250
H 3.091 -1.405 0.433 0.215
H 2.883 -1.899 2.449 0.240
H 2.201 -2.613 4.680 0.255
H -0.104 -2.265 5.478 0.252
H -2.447 -1.427 4.990 0.256
H -4.043 -0.444 3.355 0.268
H -3.203 0.260 1.129 0.234
H 4.536 -1.241 -1.332 0.244
O -0.585 2.947 2.925 -0.441
C -0.557 2.680 1.773 0.730
O 0.422 1.846 1.246 -0.548
C -1.564 3.102 0.743 0.070
C -2.280 4.276 0.806 -0.171
C -3.113 4.582 -0.263 -0.105
C -3.200 3.704 -1.335 -0.204
C -2.470 2.530 -1.314 0.071
N -1.668 2.238 -0.284 -0.469
H -2.170 4.921 1.666 0.272
H -3.686 5.500 -0.262 0.261
H -3.829 3.925 -2.186 0.263
H -2.521 1.807 -2.117 0.233
```

As for the frontier orbital gap (spin up / spin down): 5.42 / 5.40 eV. Its net charge is +2.